# 1
Computed, not measured: the molecule C7H11NO, with wB97M-V/def2-TZVPD.

Last columns: bonded neighbours and bond lengths (Å).
Geometry (Å):
1 C 0.60 -0.31 -2.46  C2 1.479, H8 1.188, H9 1.088, H10 1.286
2 C 0.49 -0.14 -0.99  C1 1.479, C3 1.562, C7 1.505, N19 1.463
3 C 0.84 -1.23 0.07  C2 1.562, C4 1.512, H11 1.199, H12 1.142
4 C 0.29 -0.68 1.36  C3 1.512, C5 1.575, H13 1.025, H14 1.048
5 C -0.88 0.28 0.92  C4 1.575, C6 1.588, C7 1.429, O20 1.610
6 C -1.51 0.77 2.29  C5 1.588, H15 1.206, H16 1.137, O20 1.298
7 C -0.59 0.73 -0.40  C2 1.505, C5 1.429, H17 1.097, N19 1.531
8 H -0.27 -0.85 -3.05  C1 1.188
9 H 1.61 -0.65 -2.72  C1 1.088
10 H 0.69 0.86 -3.00  C1 1.286
11 H -0.02 -2.04 -0.17  C3 1.199
12 H 1.77 -1.83 -0.23  C3 1.142
13 H 0.22 -1.56 1.88  C4 1.025
14 H 0.99 -0.02 1.77  C4 1.048
15 H -0.80 0.51 3.22  C6 1.206
16 H -2.08 1.72 2.55  C6 1.137
17 H -1.05 1.57 -0.94  C7 1.097
18 H 1.02 1.90 -1.35  N19 1.137
19 N 0.88 1.17 -0.49  C2 1.463, C7 1.531, H18 1.137
20 O -2.19 -0.19 1.73  C5 1.610, C6 1.298

Frontier orbital gap   9.75 eV
SMILES   C[C@]12CC[C@@]3(CO3)[C@H]1N2
Energy above the lowest of the compared OMol25 structures with the same formula, charge and spin   144.73 kcal per mole
F_max   7.861 eV/A



# 2
Computed, not measured: a cluster of 3 separate species, C7H11NO in total, with wB97M-V/def2-TZVPD.

Last columns: bonded neighbours and bond lengths (Å).
Geometry (Å):
1 N 1.27 1.71 -1.19  C2 1.215
2 C 0.94 0.88 -0.37  N1 1.215, C3 1.464
3 C 0.37 -0.45 -0.10  C2 1.464, C4 1.511, C5 1.516, C6 1.510
4 C 1.08 -1.63 -0.72  C3 1.511, C5 1.499, H9 1.091, H10 1.090
5 C 1.20 -1.39 0.76  C3 1.516, C4 1.499, H11 1.090, H12 1.091
6 C -1.13 -0.51 0.02  C3 1.510, C7 1.502, C8 1.502, H13 1.093
7 C -1.95 0.65 0.52  C6 1.502, C8 1.507, H14 1.091, H15 1.091
8 C -2.03 0.23 -0.93  C6 1.502, C7 1.507, H16 1.091, H17 1.090
9 H 0.44 -2.45 -1.05  C4 1.091
10 H 1.95 -1.44 -1.34  C4 1.090
11 H 2.16 -1.03 1.14  C5 1.090
12 H 0.64 -2.02 1.44  C5 1.091
13 H -1.47 -1.50 0.32  C6 1.093
14 H -2.79 0.42 1.17  C7 1.091
15 H -1.45 1.59 0.75  C7 1.091
16 H -1.56 0.89 -1.67  C8 1.091
17 H -2.93 -0.28 -1.28  C8 1.090
18 H 1.76 2.66 -0.14  no bonds
19 O 1.56 2.17 1.07  H20 0.963
20 H 1.97 1.49 1.61  O19 0.963

Frontier orbital gap   9.88 eV
Energy above the lowest of the compared OMol25 structures with the same formula, charge and spin   125.30 kcal per mole
F_max   5.008 eV/A



# 3
Computed, not measured: the molecule C7H11NO, with wB97M-V/def2-TZVPD.

Last columns: bonded neighbours and bond lengths (Å).
Geometry (Å):
1 C 1.55 -0.92 0.73  C2 1.487, H8 1.160, H9 1.097, H10 1.131
2 C 0.39 -0.49 -0.09  C1 1.487, C3 1.488, C6 1.484, C7 1.562
3 C 0.52 -0.21 -1.55  C2 1.488, C4 1.625, H11 1.116, H12 1.004
4 C -0.56 0.95 -1.92  C3 1.625, C5 1.450, H13 1.022, O20 1.460
5 C -1.20 1.12 -0.64  C4 1.450, C6 1.443, H14 1.177, O20 1.447
6 C -0.64 0.42 0.49  C2 1.484, C5 1.443, C7 1.472, N19 1.515
7 C -0.87 -1.03 0.66  C2 1.562, C6 1.472, H17 1.064, H18 1.026
8 H 1.40 -0.74 1.87  C1 1.160
9 H 2.52 -0.57 0.36  C1 1.097
10 H 1.47 -2.02 0.48  C1 1.131
11 H 1.55 0.23 -1.51  C3 1.116
12 H 0.32 -0.93 -2.22  C3 1.004
13 H -0.62 1.67 -2.64  C4 1.022
14 H -1.90 2.05 -0.47  C5 1.177
15 H 0.77 1.38 1.80  N19 1.032
16 H -0.39 0.52 2.73  N19 1.149
17 H -0.69 -1.30 1.67  C7 1.064
18 H -1.56 -1.58 0.13  C7 1.026
19 N -0.23 1.12 1.77  C6 1.515, H15 1.032, H16 1.149
20 O -1.84 0.30 -1.65  C4 1.460, C5 1.447

Frontier orbital gap   9.62 eV
SMILES   C[C@]12C[C@H]3O[C@H]3[C@@]1(N)C2
Energy above the lowest of the compared OMol25 structures with the same formula, charge and spin   103.75 kcal per mole
F_max   5.901 eV/A



# 4
Computed, not measured: the molecule C7H11NO2, with wB97M-V/def2-TZVPD.

Last columns: bonded neighbours and bond lengths (Å).
Geometry (Å):
1 C -1.36 -1.32 0.18  C3 1.489, O9 1.148
2 C -1.09 1.31 -0.34  C4 1.525, N8 1.352, O10 1.218
3 C -2.64 -0.57 0.34  C1 1.489, C4 1.562, H11 1.109, H12 1.164
4 C -2.54 0.84 -0.34  C2 1.525, C3 1.562, H13 1.020, H14 1.060
5 C 1.70 0.32 -1.17  C7 1.593, H15 1.063, H16 1.058, H17 1.087
6 C 1.66 -0.66 1.35  C7 1.616, H18 1.034, H19 1.092, H20 1.067
7 C 1.13 0.46 0.31  C5 1.593, C6 1.616, N8 1.402, H21 1.031
8 N -0.26 0.37 0.18  C2 1.352, C7 1.402
9 O -0.78 -2.30 0.07  C1 1.148
10 O -0.73 2.42 -0.69  C2 1.218
11 H -3.41 -1.17 -0.19  C3 1.109
12 H -2.90 -0.59 1.47  C3 1.164
13 H -3.26 1.46 0.04  C4 1.020
14 H -2.73 0.74 -1.38  C4 1.060
15 H 1.62 -0.61 -1.69  C5 1.063
16 H 1.19 1.09 -1.69  C5 1.058
17 H 2.72 0.68 -1.24  C5 1.087
18 H 1.38 -0.38 2.30  C6 1.034
19 H 2.75 -0.72 1.28  C6 1.092
20 H 1.04 -1.47 1.06  C6 1.067
21 H 1.33 1.36 0.77  C7 1.031

Frontier orbital gap   9.12 eV
Energy above the lowest of the compared OMol25 structures with the same formula, charge and spin   64.56 kcal per mole
F_max   5.165 eV/A



What did the fourth record say?
Computed, not measured: the molecule C7H11NO2, with wB97M-V/def2-TZVPD.

Last columns: bonded neighbours and bond lengths (Å).
Geometry (Å):
1 C -1.36 -1.32 0.18  C3 1.489, O9 1.148
2 C -1.09 1.31 -0.34  C4 1.525, N8 1.352, O10 1.218
3 C -2.64 -0.57 0.34  C1 1.489, C4 1.562, H11 1.109, H12 1.164
4 C -2.54 0.84 -0.34  C2 1.525, C3 1.562, H13 1.020, H14 1.060
5 C 1.70 0.32 -1.17  C7 1.593, H15 1.063, H16 1.058, H17 1.087
6 C 1.66 -0.66 1.35  C7 1.616, H18 1.034, H19 1.092, H20 1.067
7 C 1.13 0.46 0.31  C5 1.593, C6 1.616, N8 1.402, H21 1.031
8 N -0.26 0.37 0.18  C2 1.352, C7 1.402
9 O -0.78 -2.30 0.07  C1 1.148
10 O -0.73 2.42 -0.69  C2 1.218
11 H -3.41 -1.17 -0.19  C3 1.109
12 H -2.90 -0.59 1.47  C3 1.164
13 H -3.26 1.46 0.04  C4 1.020
14 H -2.73 0.74 -1.38  C4 1.060
15 H 1.62 -0.61 -1.69  C5 1.063
16 H 1.19 1.09 -1.69  C5 1.058
17 H 2.72 0.68 -1.24  C5 1.087
18 H 1.38 -0.38 2.30  C6 1.034
19 H 2.75 -0.72 1.28  C6 1.092
20 H 1.04 -1.47 1.06  C6 1.067
21 H 1.33 1.36 0.77  C7 1.031

Frontier orbital gap   9.12 eV
Energy above the lowest of the compared OMol25 structures with the same formula, charge and spin   64.56 kcal per mole
F_max   5.165 eV/A



Question: Which value of frontier orbital gap does entry 1 give?
Answer: 9.75 eV



Question: What is the formula in the third record?
Answer: C7H11NO